{
  "formula": "C3H7N4",
  "method": "ωB97M-V/def2-TZVPD",
  "homo_ha": -0.4890,
  "fmax_ev_per_a": 7.76,
  "molar_mass_da": 99.12,
  "charge": 1,
  "orbital_gap_ha": 0.341,
  "relative_energy_kcal_mol": 63.5,
  "energy_ev": -9175.76313,
  "elements": ["C", "C", "C", "N", "N", "N", "N", "H", "H", "H", "H", "H", "H", "H"],
  "coordinates": [[-0.125318, 0.101630, 0.035057], [-1.118781, 2.129238, 0.784186], [0.853389, -0.976109, 0.319904], [-1.576076, 2.427548, 1.864595], [-2.128697, 2.737055, 2.777495], [-0.066264, 1.144067, 0.784999], [-1.210901, -0.148476, -0.678138], [-1.266569, 2.697584, -0.156875], [1.625221, -0.815639, -0.571001], [1.605354, -0.712484, 1.142584], [0.510827, -1.995398, 0.281594], [0.578203, 1.079207, 1.590582], [-1.411690, -1.033498, -1.178688], [-2.065753, 0.490344, -0.421733]],
  "forces_ev_per_a": [[-1.31, -3.52, 1.02], [3.52, -1.55, -6.74], [4.22, 1.77, -2.23], [-2.58, 1.42, 3.73], [-0.67, 0.61, 2.02], [0.18, 1.82, 1.56], [-2.33, 1.30, -0.06], [-0.05, -0.20, 1.11], [-1.40, -0.86, 1.33], [-1.63, -0.57, -0.65], [-0.28, -0.10, 0.19], [-0.36, 0.45, -0.89], [0.58, 1.01, 0.63], [2.10, -1.61, -1.03]],
  "mulliken_charge": [0.85, -0.46, -1.10, 0.63, -0.58, -0.21, -0.40, 0.46, 0.33, 0.28, 0.35, 0.29, 0.26, 0.29]
}